Record 1
# C3H6O2

A single C3H6O2 molecule at a distorted geometry (ωB97M-V with the def2-TZVPD basis set, the Open Molecules 2025 dataset).

HOMO ... -9.731 eV
Orbital gap ... 0.396 Eh
Structure (SMILES) ... C1COCO1

Last column: natural (NBO) charge in e.
Positions of all 11 atoms, in Å:
1 H -0.07546 1.14678 2.03476  0.187
2 H 1.13034 -0.24053 1.23630  0.077
3 H 1.49478 -0.12972 -1.08150  0.191
4 O -0.87202 -0.33649 0.99915  -0.542
5 H -1.50383 -0.44539 -0.94377  0.178
6 O 0.46001 1.17529 0.11325  -0.510
7 C 0.45186 0.21948 -0.92066  -0.121
8 H -0.56525 -1.91865 -0.53053  0.193
9 H 0.00168 0.81885 -1.69225  0.201
10 C -0.73452 -0.81939 -0.38098  -0.106
11 C 0.21242 0.52978 1.16623  0.251

Record 2
# C6H12O

A molecular structure, C6H12O at a distorted geometry (ωB97M-V with the def2-TZVPD basis set, the Open Molecules 2025 dataset).

HOMO ... -9.997 eV
Orbital gap ... 0.400 Eh

Last column: natural (NBO) charge in e.
Positions of all 19 atoms, in Å:
1 H 0.83093 -1.49954 1.26916  0.184
2 H 1.48784 0.21094 1.17816  0.080
3 H -1.75098 1.72102 -0.15853  0.207
4 H 1.20694 0.90639 -2.37192  0.222
5 H -0.52779 1.22799 0.99726  0.198
6 H 1.39729 1.53486 -0.66703  0.205
7 H 0.94911 -1.42461 -1.45570  0.232
8 C -1.19890 0.84849 0.21592  -0.398
9 H 2.58278 -0.32285 0.98255  0.498
10 O 2.76235 -1.28503 0.50572  -0.742
11 C -2.18223 -0.15737 0.81564  -0.603
12 H -1.03127 -0.05021 -1.76690  0.214
13 H -2.87767 -0.52830 0.05342  0.204
14 C 0.95284 0.78655 -1.32362  -0.407
15 C 0.81804 -0.59835 -0.75996  -0.275
16 H -1.65539 -1.02454 1.23011  0.201
17 C 1.41475 -0.89917 0.57180  -0.015
18 H -2.77590 0.29229 1.61864  0.210
19 C -0.40276 0.26145 -0.93471  -0.214

Record 3
# ClH48O24

25 unconnected molecules or ions with the total composition ClH48O24 at a distorted geometry (ωB97M-V with the def2-TZVPD basis set, the Open Molecules 2025 dataset).

HOMO ... -7.473 eV
Orbital gap ... 0.330 Eh
Net charge ... -1

Last column: Löwdin charge in e.
Positions of all 73 atoms, in Å:
1 H -1.06341 3.06317 -1.64560  0.019
2 H 2.38298 1.71139 -0.47465  -0.038
3 H 2.87651 3.12369 -0.24283  0.066
4 H -3.83085 1.65433 -3.27133  0.034
5 H 3.91958 -0.42619 -2.82168  0.020
6 H -2.07357 3.65490 1.95124  -0.025
7 O 4.77336 0.04250 1.08313  -0.056
8 H -1.88549 -3.78336 0.49132  0.057
9 H -1.02226 1.91116 3.29234  0.044
10 H -1.90882 -3.75946 4.05736  0.045
11 Cl 0.44635 0.11964 0.21103  0.075
12 H 0.98031 -2.32884 -3.06677  0.019
13 H 4.24776 -0.34291 1.78415  -0.011
14 H -3.79832 0.96811 1.19410  0.059
15 H 2.60730 -3.08052 2.63493  0.001
16 O -1.27762 -3.54387 3.37081  -0.040
17 O -1.73618 2.75248 -1.03972  -0.056
18 H -0.21243 -1.43149 -2.81375  0.004
19 H 4.36552 0.89235 0.91688  -0.003
20 H 0.70889 1.28587 5.19524  0.037
21 H -1.17044 0.86812 -5.39405  0.033
22 H -1.26831 -2.58705 3.34524  0.021
23 H -0.56993 1.42974 1.93016  -0.069
24 O 2.84789 -4.71199 -1.67665  -0.063
25 O 5.37814 2.10759 -2.27675  -0.061
26 O -2.68910 -0.66020 3.81351  -0.050
27 H 3.07466 -4.22629 -2.46968  0.019
28 O -1.12270 1.71271 -4.94615  -0.048
29 O 3.72465 -0.68383 -3.72270  -0.052
30 H -3.08377 1.93773 -1.98546  -0.020
31 H -1.29056 1.50654 -4.02662  0.007
32 O 1.27489 1.66142 4.52083  -0.044
33 O 1.53024 -2.88415 -0.15218  -0.084
34 O -0.84857 2.21493 2.40140  -0.084
35 H 4.58480 1.91888 -1.77552  -0.026
36 H 2.00849 -0.97733 3.52437  0.043
37 H -5.03027 0.66300 2.01939  0.061
38 O -1.87516 -1.57973 -0.85301  -0.085
39 O 0.54556 2.83478 -2.61081  -0.040
40 O -0.93564 -3.87184 0.57001  -0.042
41 H -1.46684 -2.43871 -0.96099  0.027
42 H 0.92661 2.89322 -3.48695  0.054
43 O -4.30499 0.24204 1.55788  -0.026
44 H 1.36648 -1.94260 -0.20595  -0.060
45 H -3.54127 -1.53268 -0.68544  -0.048
46 H 1.86204 0.14710 2.52133  -0.019
47 H -1.27386 2.15176 -0.45524  -0.002
48 H 0.22874 4.51331 3.67388  0.024
49 H -0.78208 -3.98537 1.50797  0.019
50 H 5.19782 2.94420 -2.70549  0.025
51 H 0.65906 -3.27624 -0.09258  0.013
52 O -2.68991 4.06802 1.34652  -0.075
53 H 1.29340 2.91131 -2.01826  0.015
54 H 0.51393 3.72819 2.41128  -0.014
55 H 2.69359 -3.32816 1.14392  -0.025
56 O -3.57586 1.25405 -2.44007  -0.053
57 O 3.10644 2.30365 -0.67975  -0.052
58 H -3.24284 -1.58247 -4.57748  0.023
59 H -4.84548 -1.26226 0.03416  -0.007
60 H 2.02961 1.07368 4.48632  0.014
61 H -2.82985 -0.89137 -3.29541  -0.009
62 H -3.25432 -0.52156 3.05355  -0.007
63 H -3.28499 -0.94213 4.50753  0.034
64 O -4.45706 -1.30091 -0.83984  -0.081
65 H 2.36717 -4.08264 -1.13900  -0.036
66 O 3.17969 -3.44552 1.96011  -0.060
67 O 0.08155 -2.16574 -3.35290  -0.046
68 H 4.42880 -0.29463 -4.24128  0.026
69 H -1.15678 -1.00367 -0.59165  -0.120
70 O 0.67219 4.57533 2.82787  -0.066
71 O 2.51481 -0.41626 2.93694  -0.060
72 O -3.57804 -1.30660 -3.72439  -0.055
73 H -2.42189 3.75781 0.48155  -0.022